[1]
ORCA calculation (ωB97M-V/def2-TZVPD) on 2 unconnected molecules or ions with the total composition C12H17NO at a distorted geometry.

Summary:
ΔE to the lowest compared entry with this formula, charge and spin	34.5	kcal/mol
HOMO energy	-0.293	Ha
calculated total energy	-16256.89126	eV
LUMO energy	0.77	eV
gap between HOMO and LUMO	8.745	eV
SMILES string	CCc1c[nH]c2ccccc12.CCO

```
! RIJCOSX wB97M-V def2-TZVPD def2/J DEFGRID3
* xyz 0 1
C 0.09779 -1.82884 -1.31266
C 0.06326 -3.17913 -0.56370
C 1.24602 -0.99495 -0.83151
C 2.34521 -0.67764 -1.55054
C 1.34205 -0.27282 0.42016
C 2.54344 0.46809 0.35309
C 0.71495 -0.35603 1.66573
C 2.96189 1.30183 1.37753
C 1.22379 0.35286 2.73407
C 2.28719 1.26301 2.58950
N 3.14342 0.21358 -0.86276
H 0.27400 -2.04554 -2.36540
H -0.85327 -1.34003 -1.13335
H -0.43840 -3.92415 -1.19712
H 2.53076 -0.91508 -2.59361
H 4.12040 0.42456 -0.96807
H -0.17046 -0.96521 1.84542
H 3.90253 1.84921 1.29200
H 0.73992 0.32806 3.68535
H 2.52574 1.93734 3.39809
H -0.43884 -3.09156 0.39551
H 1.06629 -3.58695 -0.47960
C -2.94265 1.97837 -0.57909
C -4.03631 1.16172 -1.29186
O -3.51071 2.59386 0.56580
H -2.15540 1.27775 -0.33351
H -2.65252 2.75625 -1.29219
H -5.00293 1.59482 -1.04721
H -3.00226 2.40245 1.37756
H -4.09876 0.12870 -0.95057
H -3.82613 1.14548 -2.34709
*
```

***

[2]
ORCA calculation (ωB97M-V/def2-TZVPD) on a molecular structure, C11H15N4OPdS2 at a distorted geometry.

Summary:
HOMO energy	-0.422	Ha
calculated total energy	-44802.95586	eV
LUMO energy	-3.99	eV
gap between HOMO and LUMO	7.493	eV

```
! RIJCOSX wB97M-V def2-TZVPD def2/J DEFGRID3
* xyz 1 1
Pd -0.78227 0.48174 -1.13958
N -2.23872 -2.82130 -3.32815
C -1.98547 -1.76772 -2.55116
S -0.74700 -0.63515 -3.09672
N -2.70872 -1.65080 -1.44454
N -2.34741 -0.56962 -0.72778
C -2.91450 -0.27988 0.39474
C -2.40672 0.89266 1.11233
C -2.92210 1.33463 2.31748
C -2.41578 2.50420 2.86983
C -1.42403 3.20254 2.20525
C -0.93019 2.69126 1.01429
N -1.39923 1.56602 0.49387
H -1.76828 -2.93412 -4.20819
H -3.02256 -3.41425 -3.10935
H -3.73604 -0.88975 0.74918
H -3.71364 0.78265 2.80425
H -2.80574 2.87009 3.80976
H -1.02454 4.12551 2.59867
H -0.13589 3.17671 0.46141
O 1.26505 1.24950 -0.98309
S 1.74102 0.49313 0.26662
C 3.55694 0.57586 0.26555
C 4.09819 -0.72861 -0.30965
C 3.12573 -1.81255 0.15140
C 1.74428 -1.27318 -0.18848
H 3.84954 0.72160 1.30576
H 3.80828 1.47642 -0.29435
H 5.11259 -0.90669 0.04423
H 4.12728 -0.67894 -1.39881
H 3.22370 -1.97877 1.22662
H 3.29162 -2.76858 -0.34349
H 0.90952 -1.77252 0.30050
H 1.57511 -1.26210 -1.26836
*
```

***

[3]
ORCA calculation (ωB97M-V/def2-TZVPD) on 2 unconnected molecules or ions with the total composition C5H12O at a distorted geometry.

Summary:
ΔE to the lowest compared entry with this formula, charge and spin	36.4	kcal/mol
HOMO energy	-0.318	Ha
calculated total energy	-7425.73386	eV
LUMO energy	0.86	eV
gap between HOMO and LUMO	9.505	eV
SMILES string	CC=C(C)C.O

```
! RIJCOSX wB97M-V def2-TZVPD def2/J DEFGRID3
* xyz 0 1
C 1.52986 -0.98705 -0.08424
C 0.29448 -0.26884 -0.62523
C -0.91921 -0.43762 -0.05127
C -2.03208 0.54863 -0.10817
C 0.58984 0.70015 -1.77400
H 1.15208 -1.83395 0.45281
H 2.25676 -1.10836 -0.95455
H 2.19894 -0.40195 0.58605
H -1.14154 -1.32448 0.50684
H -2.74662 0.40179 -0.95425
H -1.76162 1.68861 -0.33558
H -2.52629 0.52624 0.86388
H 1.21851 1.47032 -1.37428
H 1.34597 0.20040 -2.40783
H -0.27974 1.05724 -2.32810
H -0.31596 0.14985 2.34652
H 1.02514 -0.06032 3.17723
O 0.11148 -0.32068 3.06417
*
```

***

[4]
ORCA calculation (ωB97M-V/def2-TZVPD) on 7 unconnected molecules or ions with the total composition C21H29Cl6F12NO9 at a distorted geometry.

Summary:
ΔE to the lowest compared entry with this formula, charge and spin	23.5	kcal/mol
HOMO energy (spin up / spin down)	-0.004 / -0.172	Ha
calculated total energy	-149906.87102	eV
LUMO energy (spin up / spin down)	1.43 / 1.43	eV
gap between HOMO and LUMO (spin up / spin down)	1.532 / 6.111	eV

```
! RIJCOSX wB97M-V def2-TZVPD def2/J DEFGRID3
* xyz -1 2
C -1.55564 1.21297 4.39588
O -2.77121 1.00916 4.19091
N -0.61747 0.28091 4.39617
C 0.78265 0.67740 4.54569
C -0.95253 -1.08646 4.08433
H -1.07090 2.16746 4.65312
H 1.11092 0.11186 5.41777
H 0.81153 1.74788 4.74903
H 1.35237 0.48538 3.63649
H -0.47336 -1.49583 3.19500
H -0.82710 -1.74296 4.94536
H -1.99586 -1.24971 3.81429
C 2.35997 -3.94227 0.86863
C 0.87179 -4.25720 0.89807
O 0.74353 -5.63504 0.76798
C 0.98145 -6.23713 -0.50065
O 0.92482 -5.54717 -1.55816
C 1.31854 -7.74828 -0.44396
F 2.43058 -7.99899 -1.24897
F 1.65500 -8.10848 0.73562
F 0.32728 -8.45645 -0.86062
H 2.43754 -2.85511 0.88198
H 2.78632 -4.21292 -0.09733
H 2.99567 -4.31208 1.67313
H 0.31134 -3.64590 0.19073
H 0.55191 -4.23630 1.93986
C 5.59295 -0.32292 -0.99879
C 4.28148 -0.89061 -0.54182
O 3.29404 -1.03196 -1.54426
C 3.43056 -2.01413 -2.48852
O 4.49772 -2.61217 -2.75443
C 2.27172 -2.12026 -3.51898
F 2.50788 -1.22979 -4.50595
F 2.36036 -3.30197 -4.07854
F 1.11895 -1.82331 -2.85012
H 5.59455 0.68230 -1.42023
H 6.16046 -0.85969 -1.75899
H 6.27813 -0.21792 -0.15759
H 3.78531 -0.28811 0.21904
H 4.42004 -1.88915 -0.12730
C -3.24844 4.13891 5.95261
C -3.36041 4.55041 4.48889
O -2.27309 5.15778 3.96079
C -2.12185 5.28607 2.57201
O -3.02814 5.13555 1.71918
C -0.63074 5.34441 2.16320
F -0.53237 6.56009 1.54017
F 0.26541 5.21380 3.12537
F -0.48694 4.39712 1.23710
H -2.77623 4.95801 6.49501
H -2.75496 3.18095 6.11664
H -4.17693 3.87065 6.45663
H -4.09676 5.34657 4.59848
H -3.63449 3.71280 3.84750
C -3.23621 0.19463 -3.85379
C -1.79213 0.73278 -4.14167
O -1.23438 -0.22333 -5.09510
C -1.65372 -0.25445 -6.41066
O -2.41295 0.54962 -6.97594
C -1.14402 -1.47857 -7.24463
F -1.56936 -1.36621 -8.47592
F 0.22445 -1.49555 -7.08845
F -1.64204 -2.55570 -6.65901
H -3.35087 -0.87020 -3.65105
H -3.77676 0.31934 -4.79205
H -3.83097 0.64724 -3.06038
H -1.17488 0.66524 -3.24582
H -1.94722 1.77209 -4.43129
C 0.84645 1.23298 0.05123
Cl 2.16693 2.23453 0.67038
Cl 0.94872 -0.36528 0.84066
Cl 0.95588 1.20639 -1.66142
H -0.09332 1.73584 0.27941
C -2.67813 4.80761 -1.54713
Cl -2.19199 5.41770 -3.16237
Cl -1.75393 3.29004 -1.13842
Cl -4.41892 4.38289 -1.43522
H -2.46786 5.56200 -0.78898
*
```

***

[5]
ORCA calculation (ωB97M-V/def2-TZVPD) on 11 unconnected molecules or ions with the total composition C4H28N2O12 at a distorted geometry.

Summary:
ΔE to the lowest compared entry with this formula, charge and spin	2.7	kcal/mol
HOMO energy (spin up / spin down)	0.003 / -0.274	Ha
calculated total energy	-32153.45008	eV
LUMO energy (spin up / spin down)	2.61 / 2.55	eV
gap between HOMO and LUMO (spin up / spin down)	2.544 / 10.010	eV

```
! RIJCOSX wB97M-V def2-TZVPD def2/J DEFGRID3
* xyz -1 2
O 0.59414 -2.79069 1.56157
C 0.26972 -2.03232 0.68632
C -0.06164 -0.57598 0.76408
C -1.16539 -0.36863 1.77866
N -0.31643 -0.07292 -0.61708
C -1.24503 -0.42891 -1.54453
N -0.94015 0.04207 -2.81936
O -2.24049 -1.12487 -1.38168
H 0.17141 -2.33329 -0.36658
H 0.80387 0.04609 1.00966
H -1.76670 -1.22389 2.02312
H -0.74367 0.01346 2.72298
H -1.79148 0.49053 1.53722
H 0.50805 0.44123 -0.88926
H -0.44894 0.92075 -2.92876
H -1.65826 0.11662 -3.51638
H 0.15693 3.80588 -0.74716
H -0.11550 5.21842 -0.97259
O -0.02901 4.61950 -0.21200
H 1.55627 1.17578 3.01908
H 1.35174 2.56567 2.85916
O 2.13948 1.93676 2.89624
H -3.69891 0.19016 0.98391
H -3.85425 -0.81834 -0.17637
O -4.23658 -0.53418 0.66211
H -0.05573 3.41108 1.41125
H 0.29378 4.60017 2.30971
O 0.08137 3.64487 2.35497
H 1.12684 -1.74370 3.17846
H 2.36823 -1.08939 2.78817
O 1.64874 -0.90737 3.40963
H 3.66775 1.97946 0.25739
H 2.62540 1.61615 1.33087
O 2.84687 1.48663 0.37151
H 2.14947 3.62460 -1.63927
H 1.91140 2.33207 -0.87282
O 1.70670 2.74893 -1.74097
H 2.69352 -0.95827 -3.11807
H 1.76930 -2.25225 -2.97945
O 1.96654 -1.36390 -2.64256
H -0.33064 -2.12628 -3.10767
H -0.60016 -3.34550 -2.22892
O -0.12828 -3.07243 -3.03321
H -2.63878 -2.79160 -1.02316
H -2.63574 -4.14649 -0.44108
O -1.99691 -3.42912 -0.58128
*
```